ORCA calculation (the ωB97M-V functional and the def2-TZVPD basis) on a molecular structure, C52H45Br2N6O8P2S2Ta.

## Properties
Multiplicity: 1
Relative energy (zero: lowest compared OMol25 entry of this formula, charge and spin): 3.901 eV
HOMO-LUMO gap: 5.057 eV

```
118
Properties=species:S:1:pos:R:3:forces:R:3
Ta 0.836833 0.812073 0.154762 -0.0414 -0.3359 -0.0449
S 0.859935 -0.505765 2.211286 0.0251 -0.1073 -0.0619
C 2.578140 -0.456798 2.627716 0.0323 -0.0443 -0.0014
C 2.940095 -0.617138 3.964864 0.0491 -0.1260 -0.0136
C 4.274033 -0.680861 4.326560 -0.0143 -0.0151 -0.0269
C 5.261140 -0.571516 3.352715 -0.0039 0.0077 0.0176
C 4.909684 -0.396339 2.025779 0.0240 -0.0243 -0.0164
C 3.568706 -0.336637 1.645209 -0.0232 -0.0537 0.0548
S 3.143170 -0.179036 -0.058063 0.0917 -0.0708 -0.0497
H 2.165163 -0.669258 4.718550 0.0260 0.0008 -0.0348
H 4.542174 -0.802456 5.367725 0.0052 0.0091 0.0011
H 6.306510 -0.613346 3.630220 0.0054 0.0012 -0.0035
H 5.673219 -0.307788 1.263669 0.0048 0.0076 -0.0073
C -3.291580 -0.535869 -2.399343 0.0084 -0.0239 -0.4015
O -1.949773 -0.843184 -2.049838 -0.0102 -0.1483 0.0810
C -1.628069 -2.172843 -2.083547 0.0129 0.1427 -0.0695
C -2.404918 -3.090151 -2.802705 0.0051 -0.0685 0.0698
C -1.967276 -4.406065 -2.826913 0.0212 0.0494 -0.1752
Br -2.996380 -5.658257 -3.828248 -0.0055 -0.0045 0.0221
C -0.869550 -4.864420 -2.153182 0.0652 0.0139 -0.0067
C -0.098256 -3.956365 -1.357966 -0.2404 0.1146 -0.0867
C -0.495870 -2.579860 -1.404783 0.2527 -0.1065 -0.1844
O 0.419862 -1.634747 -0.870473 -0.4153 0.0104 0.2177
C 0.986595 -4.412738 -0.649669 0.3943 0.1782 -0.2988
N 1.488335 -3.830585 0.594586 0.0422 0.1293 -0.0335
C 2.791642 -4.497629 0.751613 -0.0362 0.0225 0.0004
C 3.847436 -4.156959 1.562339 -0.0097 0.0101 -0.0374
C 4.928788 -5.033515 1.593384 -0.0106 0.0327 0.0099
C 4.899900 -6.208219 0.848024 0.0076 -0.0192 -0.0049
C 3.811416 -6.553844 0.056800 -0.0192 0.0042 0.0102
C 2.734498 -5.678777 0.013964 0.0008 -0.0024 0.0017
N 1.522584 -5.754940 -0.641039 -0.1528 -0.1552 0.1220
H -3.445231 -0.591673 -3.480596 0.0315 -0.0719 -0.0416
H -3.485337 0.479290 -2.062922 0.1175 -0.3260 -0.3646
H -3.989102 -1.208363 -1.897017 0.0548 0.0138 -0.0631
H -3.291065 -2.797156 -3.337747 -0.0004 -0.0051 -0.0086
H -0.621148 -5.915573 -2.179504 -0.0108 -0.0019 0.0264
H 1.027746 -1.406464 -1.588413 0.1052 -0.1647 -0.0067
H 3.850217 -3.245868 2.143563 -0.0155 0.1504 0.0395
H 5.790039 -4.794921 2.201618 -0.0007 -0.0107 -0.0039
H 5.751699 -6.875646 0.881939 -0.0027 0.0053 0.0068
H 3.804597 -7.474527 -0.511546 0.0007 0.0015 -0.0008
H 1.472415 -6.274579 -1.501788 0.0872 0.0691 -0.0617
C -1.826633 -2.985431 4.232241 0.0050 -0.0090 -0.0340
O -2.504338 -3.110340 2.983584 0.0274 -0.0464 0.0306
P -1.659055 -2.697546 1.641781 -0.1755 0.1463 -0.0468
O -0.725471 -4.077223 1.502019 -0.0190 -0.1863 0.0775
C 0.611042 -4.213223 1.797317 -0.0664 0.1635 0.0064
O -2.764124 -3.060981 0.551921 -0.1860 -0.0090 0.1917
C -3.286639 -4.384201 0.351402 -0.0187 -0.0532 0.0032
H -1.204324 -3.863922 4.419445 -0.0021 -0.0049 -0.0002
H -2.581578 -2.915488 5.011748 -0.0017 -0.0010 -0.0088
H -1.199545 -2.089440 4.260940 0.0030 0.0205 -0.0178
H 1.540547 -2.804461 0.518310 -0.0055 0.0167 0.0090
H 0.819830 -5.268629 1.964152 -0.0066 0.0149 0.0440
H 0.959245 -3.606347 2.634251 -0.0119 0.1017 0.0572
H -4.301991 -4.270202 -0.020979 -0.0040 0.0000 -0.0147
H -3.296918 -4.945387 1.284148 -0.0247 0.0064 0.0232
H -2.674165 -4.894520 -0.390761 -0.0599 0.0015 0.1084
N -1.024070 1.118579 0.126586 0.7210 0.3779 -0.0455
P -2.034950 2.339551 -0.024826 -0.0676 -0.2993 0.1243
C -3.703432 1.726037 -0.289244 -0.0879 0.1918 0.2656
C -4.656070 2.425729 -1.023267 -0.0214 0.0600 0.0579
C -5.930311 1.898143 -1.173115 0.0224 0.0031 -0.0332
C -6.248920 0.677743 -0.591740 0.0204 -0.0352 0.0080
C -5.296440 -0.021601 0.138396 -0.0140 0.0851 0.1004
C -4.023024 0.501280 0.290239 -0.1105 0.1007 0.2969
C -2.124719 3.340454 1.465733 -0.1091 -0.0029 0.0226
C -1.490508 2.905347 2.624129 0.0714 0.0147 0.0306
C -1.654438 3.613384 3.809090 0.0588 -0.0012 -0.0489
C -2.442369 4.751404 3.834850 -0.0062 0.0130 0.0178
C -3.093216 5.179367 2.682515 0.0050 -0.0047 -0.0015
C -2.948537 4.468916 1.505395 -0.0008 -0.0226 -0.0159
C -1.605649 3.365341 -1.440712 0.0053 0.0690 0.0238
C -1.296315 4.716419 -1.335579 0.0337 -0.0058 0.0018
C -0.902568 5.426363 -2.464248 0.0062 -0.0183 -0.0084
C -0.808434 4.787318 -3.690675 -0.0154 0.0023 0.0013
C -1.091404 3.429417 -3.792621 -0.0156 0.0111 0.0085
C -1.485015 2.718483 -2.672400 -0.0196 -0.0254 -0.0335
H -4.400693 3.365844 -1.499048 0.0049 -0.0018 0.0063
H -6.671427 2.434591 -1.751032 0.0011 -0.0014 0.0006
H -7.242013 0.265648 -0.716243 -0.0004 0.0015 -0.0061
H -5.536212 -0.981551 0.576831 0.0037 -0.0054 0.0011
H -3.262572 -0.052532 0.827048 0.0318 -0.0396 -0.0002
H -0.872713 2.014659 2.614430 -0.0013 -0.0205 -0.0163
H -1.152377 3.268829 4.703003 0.0249 -0.0001 0.0177
H -2.557732 5.306985 4.756285 0.0016 0.0009 -0.0005
H -3.718657 6.061967 2.705554 -0.0037 -0.0040 0.0057
H -3.488120 4.787522 0.620958 0.0099 -0.0017 -0.0117
H -1.334068 5.215048 -0.376551 -0.0250 0.0040 0.0106
H -0.664291 6.478763 -2.379719 0.0007 0.0021 -0.0015
H -0.496269 5.342132 -4.566579 0.0061 -0.0016 -0.0018
H -0.991863 2.921552 -4.743383 0.0006 0.0061 -0.0035
H -1.654133 1.650120 -2.744343 -0.0462 -0.0363 0.0060
N 1.724091 4.421476 0.696631 -0.0112 0.0131 -0.0364
C 1.729088 3.474701 1.644648 0.0173 -0.1657 0.0757
O 1.552872 2.235043 1.273672 -0.2077 0.2060 0.1322
C 1.902108 3.767612 2.988667 0.0202 0.1147 -0.0937
C 2.069275 5.125866 3.363726 -0.1536 -0.0544 0.1424
N 2.152788 6.247809 3.616867 0.0875 0.0219 -0.0791
C 1.787165 2.760434 3.978346 -0.0314 -0.0062 0.0668
N 1.665082 1.965854 4.804154 -0.0738 0.1211 0.0019
H 1.707277 4.126959 -0.267812 0.0163 0.0004 -0.0022
H 1.944506 5.370855 0.947272 -0.0122 -0.0026 -0.0080
Br 3.129429 5.657574 -5.358553 0.0015 0.0127 -0.0040
C 3.053840 3.824185 -4.896740 -0.0089 -0.0172 0.0099
C 3.650168 2.881263 -5.721517 0.0030 0.0088 -0.0097
C 3.574755 1.536178 -5.388533 -0.0082 -0.0028 0.0041
C 2.897671 1.134728 -4.247802 -0.0124 0.0224 -0.0295
C 2.315727 2.095723 -3.430873 -0.0811 -0.0693 -0.0798
C 2.394677 3.448073 -3.743624 0.0365 0.0072 0.0116
C 1.591570 1.687573 -2.215559 -0.2244 0.2045 0.0548
O 1.210654 0.495170 -2.025542 0.0188 -0.0684 0.0821
O 1.328759 2.510084 -1.291146 0.2069 0.0021 -0.0188
H 4.167423 3.198810 -6.616308 0.0023 -0.0011 0.0004
H 4.043905 0.800893 -6.027851 0.0005 0.0013 -0.0027
H 2.822824 0.090030 -3.979194 0.0008 0.0019 0.0033
H 1.929022 4.182493 -3.101736 0.0169 -0.0161 0.0004
```
Positions in Å, forces in eV/Å.

Here are the Löwdin charges for atoms 1 to 2, given in e: number 1, Ta, carries 1.50; number 2, S, carries 0.57



ORCA calculation (the ωB97M-V functional and the def2-TZVPD basis) on a molecular structure, C52H45IrN10OS4Se.

## Properties
Multiplicity: 6
Total charge: +3
Relative energy (zero: lowest compared OMol25 entry of this formula, charge and spin): 0.000 eV
⟨S²⟩: 8.793
HOMO-LUMO gap (spin up / spin down): 6.405 / 6.647 eV

```
114
Properties=species:S:1:pos:R:3:forces:R:3
Ir 2.112732 -0.061023 -0.692118 -0.4601 -0.4453 -0.1478
N 1.089923 0.009952 1.150263 0.3758 0.1264 -0.0533
S -0.079911 0.454886 1.926917 -0.1494 0.0355 0.0056
N -1.368014 -0.544663 1.895575 -0.0466 -0.0476 0.0424
S -2.525708 -0.421457 0.870122 0.0333 -0.0220 0.0722
N -2.196684 -0.143296 -0.618560 -0.0198 -0.0876 -0.0969
S -1.154428 -0.990294 -1.543779 -0.1324 -0.1870 0.0223
N 0.281350 -0.669514 -1.498476 0.3987 0.2494 -0.1514
C -1.885376 -0.691243 -3.125275 -0.0451 -0.0757 0.0498
C -3.175012 -0.195916 -3.275837 0.0693 0.0075 -0.0278
C -3.694854 -0.086220 -4.557951 0.0070 -0.0033 -0.0032
C -2.936302 -0.480686 -5.653025 -0.0031 0.0052 -0.0168
C -1.645791 -0.971152 -5.482050 0.0290 -0.0071 -0.0506
C -1.108173 -1.081901 -4.210366 -0.0067 0.0610 -0.0115
C -1.405139 -2.717420 -1.224725 -0.1090 0.0336 -0.0387
C -0.398957 -3.363589 -0.522945 0.0396 0.0289 0.0324
C -0.545282 -4.715667 -0.256539 -0.0109 -0.0907 0.0366
C -1.676689 -5.393455 -0.693805 -0.0095 -0.0129 0.0024
C -2.675352 -4.726785 -1.397646 0.0018 0.0118 0.0215
C -2.546027 -3.374879 -1.672838 0.0342 0.0165 0.0419
C -3.663568 0.858177 1.285867 0.0694 0.1231 -0.0381
C -4.120101 0.852518 2.600654 0.0066 -0.0378 -0.0258
C -5.053283 1.801953 2.973436 -0.0119 0.0256 0.0498
C -5.510499 2.730571 2.041741 -0.0038 0.0337 -0.0236
C -5.037930 2.718644 0.735468 -0.0485 0.0448 0.0401
C -4.102588 1.772583 0.340744 0.0605 -0.0119 0.0114
C -3.477510 -1.881590 1.131625 0.1123 -0.1035 0.0290
C -3.018852 -2.907333 1.945316 0.0143 0.0580 -0.1075
C -3.833730 -4.017806 2.114821 -0.0186 -0.0151 -0.0031
C -5.070369 -4.078907 1.485264 0.0140 -0.0456 0.0237
C -5.506803 -3.038326 0.670371 -0.0586 -0.0483 -0.0257
C -4.708684 -1.925775 0.485445 0.0041 0.0501 -0.0040
C 0.283458 0.464381 3.658314 -0.0684 -0.0973 -0.0793
C 1.206822 1.405719 4.099717 0.0477 -0.0043 -0.0261
C 1.629982 1.350308 5.416346 0.0191 0.0488 0.0523
C 1.143359 0.358738 6.264174 0.0305 0.0101 -0.0030
C 0.224456 -0.574341 5.804703 -0.0232 -0.0026 0.0391
C -0.216974 -0.528150 4.488714 -0.0582 0.0431 0.0187
C -0.695965 2.078486 1.554553 -0.0052 0.0341 0.1018
C -0.597620 2.491765 0.231046 -0.0182 -0.1258 0.0841
C -1.081148 3.743224 -0.111072 -0.0725 0.1048 -0.0112
C -1.648875 4.561202 0.860120 0.0110 -0.0062 -0.0174
C -1.757256 4.125507 2.175925 -0.0286 0.0091 0.0297
C -1.281338 2.872876 2.535814 -0.0532 0.0117 -0.0997
H -3.750087 0.103209 -2.410191 -0.0067 -0.0487 -0.0689
H -4.695300 0.301318 -4.701090 0.0296 -0.0160 -0.0005
H -3.355175 -0.409251 -6.649173 0.0239 0.0131 0.0388
H -1.060967 -1.275744 -6.340886 -0.0385 0.0117 0.0272
H -0.104910 -1.464209 -4.052655 -0.0793 -0.0072 -0.0327
H 0.482936 -2.814735 -0.210600 -0.0893 -0.0643 -0.0368
H 0.231930 -5.246577 0.280537 -0.0411 0.0298 -0.0343
H -1.777951 -6.454336 -0.497326 0.0017 0.0581 -0.0083
H -3.549853 -5.262743 -1.743941 0.0361 0.0044 0.0092
H -3.310699 -2.850467 -2.234893 0.0508 -0.0263 0.0214
H -3.762680 0.111253 3.309327 -0.0300 0.0760 -0.0423
H -5.430123 1.814505 3.988506 0.0031 0.0115 -0.0538
H -6.247239 3.467324 2.338576 0.0339 -0.0392 -0.0162
H -5.403164 3.443085 0.018097 0.0140 -0.0289 0.0384
H -3.716942 1.743791 -0.670638 -0.0255 0.0261 0.0781
H -2.051117 -2.831933 2.423119 -0.0487 -0.0350 -0.0196
H -3.503517 -4.832020 2.747299 -0.0236 0.0248 -0.0229
H -5.705424 -4.943778 1.635356 0.0305 0.0446 -0.0119
H -6.473840 -3.092438 0.186918 0.0295 -0.0051 0.0282
H -5.042507 -1.099531 -0.135229 0.0073 -0.0752 0.0547
H 1.580119 2.170085 3.425582 -0.0068 -0.0462 0.0372
H 2.335038 2.084171 5.788148 -0.0374 -0.0552 -0.0221
H 1.484803 0.316436 7.290982 -0.0316 0.0181 -0.0361
H -0.161430 -1.331837 6.475692 0.0320 0.0241 -0.0406
H -0.944272 -1.236374 4.112562 0.0630 0.0376 0.0788
H -0.169606 1.825840 -0.510843 -0.0738 0.1176 0.0984
H -1.018203 4.085646 -1.137372 -0.0396 -0.0270 0.0523
H -2.013277 5.544239 0.587296 0.0026 -0.0382 0.0197
H -2.213252 4.762058 2.924895 0.0430 -0.0319 -0.0445
H -1.373251 2.526042 3.557713 0.0396 0.0093 -0.0316
C 4.317315 0.720718 1.747345 -0.0146 -0.0522 -0.0748
C 5.028779 0.776653 0.431594 -0.0841 -0.0271 -0.0527
C 6.369989 1.202325 0.389631 0.0414 0.0327 0.0829
C 7.053692 1.187026 -0.787838 0.1276 0.0384 0.0029
C 6.423760 0.695344 -1.948306 -0.0169 0.0136 -0.0102
C 7.111572 0.593449 -3.185098 0.0865 0.0353 0.0276
C 6.509409 0.046654 -4.291053 -0.0158 -0.0220 -0.0810
C 5.206059 -0.428595 -4.193011 0.0382 0.0247 0.0522
C 4.473177 -0.319610 -3.000137 -0.1351 -0.1122 -0.1073
S 2.909454 -0.960440 -2.955765 0.0165 0.0836 -0.0473
C 5.087393 0.276290 -1.842969 0.0158 0.0429 0.0538
N 4.399481 0.372802 -0.670060 -0.0072 -0.0005 -0.1114
H 4.840048 1.313837 2.496710 -0.0257 -0.0189 -0.0430
H 4.294209 -0.318370 2.092140 0.0135 0.0433 -0.0170
H 3.287691 1.059462 1.661325 -0.0030 0.0510 0.0014
H 6.842664 1.538916 1.303101 -0.0300 -0.0242 -0.0356
H 8.084480 1.521205 -0.838097 -0.0603 -0.0115 -0.0012
H 8.136704 0.943399 -3.237061 -0.0488 -0.0166 0.0152
H 7.046610 -0.035021 -5.226266 -0.0108 -0.0023 0.0291
H 4.732230 -0.899729 -5.045240 0.0061 0.0102 0.0309
N 2.206839 -2.643298 1.968197 0.0761 -0.0004 -0.1141
C 2.968448 -2.961226 0.898619 0.1455 0.1150 0.0741
N 3.560915 -4.170811 0.879947 -0.0849 0.0562 -0.0244
O 3.127984 -2.170640 -0.061818 -0.2290 -0.0621 0.2499
H 2.184850 -3.216776 2.792817 0.0091 -0.0171 -0.0136
H 1.805359 -1.711343 1.987147 0.0074 -0.0288 -0.0329
H 3.491580 -4.824172 1.639220 0.0008 0.0046 0.0261
H 4.132367 -4.414220 0.090467 0.0207 0.0408 -0.0256
Se 2.669919 4.709795 0.519035 0.2352 0.0895 0.5254
N 1.983702 5.413004 -0.926218 -0.1167 -0.0490 -0.1735
C 1.720388 4.405841 -1.736922 0.0471 -0.3166 -0.1037
C 1.129944 4.509909 -3.029112 0.0342 0.1161 -0.0353
C 0.900421 3.358613 -3.704936 -0.0612 -0.0348 -0.2142
C 1.255725 2.098875 -3.140145 0.0408 -0.2648 -0.0164
N 1.810099 1.943359 -1.969979 0.2312 0.4719 0.6424
C 2.051937 3.087420 -1.238255 0.0476 0.1773 -0.3497
N 2.586734 3.033421 -0.038791 -0.0524 0.0117 -0.0456
H 0.882860 5.479251 -3.446514 0.0174 -0.0307 0.0848
H 0.453786 3.379790 -4.690853 0.0310 -0.0723 0.0466
H 1.070098 1.183757 -3.694671 -0.0787 0.0476 -0.0181
```
Positions in Å, forces in eV/Å.

Here are the Löwdin charges for atoms 1 to 2, given in e: number 1, Ir, carries 1.35; number 2, N, carries -0.42



Which formula does entry 1 have?
C52H45Br2N6O8P2S2Ta



Among the records above, which one has the lowest multiplicity?
C52H45Br2N6O8P2S2Ta